{"formula": "C28H77N5O9", "method": "ωB97M-V with the def2-TZVPD basis set", "elements": ["O", "O", "O", "O", "O", "O", "O", "O", "O", "N", "N", "N", "N", "N", "C", "C", "C", "C", "C", "C", "C", "C", "C", "C", "C", "C", "C", "C", "C", "C", "C", "C", "C", "C", "C", "C", "C", "C", "C", "C", "C", "C", "H", "H", "H", "H", "H", "H", "H", "H", "H", "H", "H", "H", "H", "H", "H", "H", "H", "H", "H", "H", "H", "H", "H", "H", "H", "H", "H", "H", "H", "H", "H", "H", "H", "H", "H", "H", "H", "H", "H", "H", "H", "H", "H", "H", "H", "H", "H", "H", "H", "H", "H", "H", "H", "H", "H", "H", "H", "H", "H", "H", "H", "H", "H", "H", "H", "H", "H", "H", "H", "H", "H", "H", "H", "H", "H", "H", "H"], "positions_angstrom": [[2.196, -1.897, -0.528], [-1.073, -1.572, -6.524], [-1.962, -0.209, 1.688], [1.848, 3.759, -2.429], [-6.026, 0.238, -0.175], [-3.031, -2.289, 0.144], [4.304, 2.419, 1.950], [-3.577, -0.169, 3.777], [-4.509, 1.363, 1.832], [-4.144, -4.147, 3.039], [-2.442, 0.638, -5.622], [1.752, -2.710, -3.249], [4.795, 4.340, -0.335], [7.748, 1.048, 2.622], [2.945, -2.004, 0.676], [5.490, 2.007, 2.629], [-3.090, -2.563, -1.221], [-0.522, 1.158, -4.067], [-1.956, -3.459, 2.643], [0.049, -4.320, -2.422], [-0.566, -1.039, -5.312], [-5.907, 1.500, 1.831], [-1.007, 2.089, 1.688], [6.225, 0.325, 0.856], [-6.364, 1.529, 0.418], [3.097, 2.652, 2.647], [6.666, 1.483, 1.757], [4.311, 2.214, -1.685], [-0.625, -2.943, -6.804], [-2.748, 1.555, 5.285], [1.863, 4.806, -3.417], [4.154, 3.711, -1.481], [2.712, 4.027, -1.328], [-3.705, 0.352, 5.105], [-0.328, 0.270, -0.005], [-3.356, -3.110, 2.428], [1.558, -3.153, -0.720], [-1.352, 0.851, 0.871], [0.817, -3.045, -2.130], [-3.401, -0.730, 6.095], [-3.695, -3.198, 0.961], [-1.009, 0.440, -5.312], [-2.342, -0.889, 1.131], [-3.395, -4.206, 0.672], [-0.520, 0.907, -6.201], [6.978, 2.329, 1.124], [-2.343, -0.995, 6.134], [2.847, 4.975, -3.791], [0.509, -1.116, -5.174], [5.823, 2.853, 3.228], [-2.844, 1.971, 6.284], [-0.739, -0.506, -0.675], [-3.958, -4.466, 3.970], [-3.067, 0.829, -4.785], [-1.243, -2.690, 2.509], [-3.680, -2.092, 2.829], [-1.877, 2.601, 2.167], [2.343, 3.401, -0.464], [-7.421, 1.544, 0.319], [-0.431, -4.621, -1.544], [5.800, -0.479, 1.487], [-2.831, 2.386, 4.498], [7.134, -0.017, 0.261], [3.595, -2.865, 0.779], [1.473, 5.752, -2.983], [2.537, -2.136, -2.963], [-5.089, 0.119, 0.107], [3.121, 3.577, 3.151], [-0.904, -3.700, -6.074], [5.214, 1.139, 3.299], [-4.789, 0.600, 5.110], [-2.709, -3.519, -1.553], [0.812, -3.431, 0.083], [4.006, 1.682, -0.805], [5.335, 1.778, -1.750], [-1.032, -3.195, -7.777], [-2.529, -1.803, -1.722], [0.583, 1.289, -4.030], [2.677, 1.913, 3.364], [-3.576, -0.290, 7.070], [0.511, -3.016, -6.884], [2.605, 5.003, -0.952], [3.685, 1.800, -2.502], [-4.075, -1.560, 5.842], [0.476, -0.172, 0.523], [0.132, -2.268, -2.038], [0.749, -5.155, -2.597], [-4.725, -3.080, 0.692], [5.739, 4.523, -0.574], [8.154, 1.739, 3.199], [-1.065, 2.129, -3.884], [2.309, -3.970, -0.679], [-1.791, 1.031, 5.130], [-5.929, 2.316, -0.192], [-0.598, -4.318, -3.271], [5.526, 0.669, 0.125], [-2.754, -0.184, -6.085], [2.276, -2.042, 1.533], [-0.340, 1.768, 2.517], [-0.514, 2.849, 1.032], [2.386, 2.811, 1.821], [-2.179, 1.202, 0.229], [2.147, -3.547, -3.617], [1.215, 4.389, -4.204], [-4.166, 0.784, 2.525], [-6.374, 0.686, 2.393], [-6.276, 2.425, 2.328], [7.493, 0.223, 3.106], [-4.139, -2.389, -1.583], [-0.994, -1.694, -4.511], [-0.758, 0.528, -3.133], [3.584, -1.097, 0.757], [4.585, 4.192, -2.379], [4.765, 3.645, 0.425], [0.070, 1.036, -0.734], [-5.108, -3.811, 3.094], [-2.653, -0.140, 3.479], [-1.774, -4.267, 1.991], [-1.800, -3.881, 3.616]], "forces_ev_per_angstrom": [[0.3669, -1.3925, 0.9015], [1.0410, -1.9689, -0.5786], [1.3639, 1.5605, 0.8480], [0.5678, 0.5016, 0.0848], [1.0575, 0.6145, 0.3835], [1.6022, 0.8352, 0.3945], [0.6992, -0.9829, -0.6235], [0.1575, 0.0556, 0.3412], [0.0264, 0.8438, -0.8301], [-2.4425, -0.4742, -0.2539], [-0.3840, 0.8606, 2.1259], [-0.8686, 0.1777, 0.7317], [-0.5423, -1.2350, 0.6124], [-0.1702, 0.0089, -1.6982], [0.3092, 1.7936, 0.2656], [-0.9624, -1.0337, 1.0178], [-1.6682, 0.9585, -0.6590], [-0.5781, -0.2449, 1.9643], [0.8984, -0.2401, 0.6783], [2.1080, -0.4997, -0.3933], [-1.1676, -0.1749, 0.3324], [-0.2493, 0.8092, 1.0646], [0.5415, -0.0772, 0.7908], [1.7406, -0.1331, 0.0447], [0.3678, -2.1215, -1.0074], [-0.6513, -0.2770, -1.0136], [-1.0144, 0.6326, -0.1733], [0.7236, -1.3444, -0.0244], [1.2803, 1.3877, -0.1879], [-0.4038, -0.1545, -1.3862], [-1.2383, -0.8624, 0.8911], [0.8892, 0.1444, -1.5294], [-1.8005, -1.5847, 0.6140], [-0.3809, 0.9377, -1.1602], [0.7433, 0.5817, -2.2966], [-1.6925, 2.1074, 0.7150], [-1.1626, -0.1794, -1.3517], [-3.1977, 0.1835, -0.1097], [2.5398, -1.4335, 0.2668], [-0.3713, 0.2984, 0.3100], [-0.0491, -0.9841, -0.8064], [0.1773, 0.2636, -0.6571], [-0.1331, -0.3144, -0.7246], [-0.0907, -0.3535, -0.1550], [0.1220, -0.4493, 0.5740], [0.2746, -0.2930, 0.1212], [-0.0391, -0.2902, -0.5115], [0.8463, 0.1387, -0.4013], [0.3544, -0.0277, -0.4289], [0.2977, 0.0008, 0.3367], [0.2487, 0.0560, 0.0460], [-0.0799, 0.1582, 0.4744], [0.8915, 0.3033, 0.3441], [1.3082, -0.5682, -1.2558], [0.6551, 0.9270, -0.3900], [0.8137, -1.1202, -0.4919], [0.3815, -0.7191, -0.5830], [0.1585, 0.2458, -0.8308], [-1.0376, 0.4390, 0.1751], [-1.3196, -0.3451, 1.2698], [0.2488, 0.1782, -0.5061], [-0.1602, -1.3291, 1.1183], [-1.1038, 0.0701, 0.9543], [0.1500, -0.4525, -0.5953], [0.0461, -0.4874, -0.3525], [-0.2478, 0.1735, 0.3202], [-0.7673, -0.0770, -0.3437], [0.3036, 1.2901, 0.9094], [-0.4418, 0.2611, 0.3533], [0.2677, 0.8136, -0.2639], [0.6441, 0.1829, 0.5541], [0.0069, -0.5532, 0.3609], [0.4852, 0.7278, -0.5222], [-0.8507, -0.0831, 0.8138], [-0.2834, 0.9511, -0.6335], [-0.1527, -0.0357, -0.0293], [0.6086, 0.5265, -0.2635], [-0.8061, 0.1412, -0.2409], [0.8115, -0.2285, -0.6150], [-0.4836, -0.3712, 0.4577], [-1.2433, 0.4073, 0.1181], [-0.1762, 1.6809, 0.0406], [0.4249, 0.5273, 0.2683], [0.4818, -0.0476, 0.5683], [0.9773, -0.3747, 0.5886], [-1.1746, 1.6586, 0.2273], [0.0827, 0.2625, -0.1175], [-1.1602, -0.1553, 0.5286], [1.0748, 0.1524, 0.0599], [0.1960, 0.6651, 0.6960], [0.7850, -0.8049, -0.4421], [-0.1882, 0.2779, -0.4190], [0.2212, 0.7744, 0.3496], [0.2194, 0.3417, 0.1915], [-0.6114, 0.4266, -0.4941], [-0.6895, 0.0449, -0.1676], [-0.5579, -0.6490, -0.4399], [-0.2285, 0.1173, 0.2126], [-0.0045, 0.4808, -0.4140], [-0.1880, -0.7237, 0.5607], [-0.0824, -0.3185, 0.4572], [0.1355, -0.1140, -0.0562], [0.2471, -0.7579, -0.2729], [0.2179, 0.6463, 0.1135], [-0.1624, -0.3102, 0.4516], [-0.0997, -0.2218, -0.2713], [0.5300, -0.1304, -0.0663], [-0.0818, -0.6543, 0.7192], [0.6083, -0.5846, 0.1796], [0.0520, 0.8740, 0.0737], [0.2033, 0.7361, -1.2126], [-0.5038, -0.5242, -0.0398], [-0.4032, 0.0849, 0.1849], [0.2016, 0.6467, -0.1046], [-0.1898, -0.5640, 0.8697], [0.1659, -0.4032, -0.1951], [0.0222, -0.1010, -0.3120], [0.7300, -1.0227, -0.9739], [0.0355, 0.0119, 0.8559]], "mulliken_charge": [-0.1642, -0.4150, 0.0465, -0.1147, -0.5569, -0.0481, -0.1748, -0.5948, -0.3598, -0.7468, -0.6894, -0.4783, -0.6665, -0.6449, -0.4995, -0.7733, -0.8610, -0.8246, -1.8556, -1.8134, -0.1584, -0.4094, -1.2640, -0.7263, -0.4610, -0.5989, 0.4512, -1.1700, -0.6944, -1.1078, -0.7809, 0.7220, -0.4339, 0.2975, -0.2268, 2.3390, -0.8781, 0.9846, 1.4655, -1.3646, -1.4693, 0.5452, -0.0498, 0.3127, 0.1089, 0.2937, 0.3061, 0.3165, 0.3911, 0.3299, 0.4607, -0.4534, 0.2383, 0.2362, 0.3261, -0.7627, 0.1378, -0.5607, 0.3898, 0.4841, 0.3239, 0.1460, 0.3355, 0.3986, 0.3124, 0.2056, 0.2681, 0.4037, 0.2378, 0.2933, 0.3144, 0.2376, 0.1111, -0.0295, 0.4402, 0.3055, 0.1784, 0.2971, 0.3380, 0.4778, 0.2615, 0.5149, 0.3422, 0.2889, 0.2563, -0.4709, 0.4724, 0.4096, 0.3504, 0.2310, 0.3578, 0.4809, 0.3121, 0.2479, 0.3298, -0.1873, 0.2898, 0.3031, 0.2315, 0.3337, -0.0691, 0.1393, 0.2638, 0.1991, 0.4171, 0.2735, 0.2903, 0.2314, 0.3283, -0.1442, -0.1201, -0.1629, 0.4104, 0.1636, 0.1198, 0.2874, 0.1269, 0.4711, 0.4921], "smiles": "COC[C@H](C)N.COC[C@H](C)N.COC[C@H](C)N.COC[C@H](C)N.COC[C@H](C)N.CC(C)O.CC(C)O.OCCO", "gap_ev": 9.17, "total_charge": 0, "de_lowest_kj_mol": 210.9}